1.
ORCA calculation (ωB97M-V/def2-TZVPD) on one molecule with the formula C3H4N2O2.

Summary:
2S+1: 1
relative energy (zero: lowest compared OMol25 entry of this formula, charge and spin): 387.5 kJ/mol
Kohn-Sham gap: 10.51 eV
strongest force on any atom: 2.65 eV/A
SMILES: C1=NN=COCO1
HOMO: -9.75 eV
DFT total energy: -376.6162 Eh

Geometry as XYZ:
```
11
Properties=species:S:1:pos:R:3:forces:R:3
O -0.59377 0.72887 0.94250 1.2 0.3 2.1
O -0.56443 0.44723 -1.30584 0.1 0.2 -0.5
N 1.55273 -0.45046 -0.57981 -0.6 0.8 1.0
N 1.32415 -0.59784 0.83210 1.1 -0.3 -0.1
C 0.74183 0.11507 -1.38002 0.2 -0.3 -2.2
C 0.48808 0.04276 1.52059 -1.3 0.1 -2.3
C -1.17111 0.06769 -0.12740 -0.6 -0.1 1.0
H -2.21509 0.34059 -0.07475 -0.2 0.3 -0.8
H -1.11676 -0.99357 0.04212 0.3 -0.7 -0.2
H 0.48381 -0.00389 2.59435 0.0 0.1 0.2
H 1.07057 0.30356 -2.46384 -0.2 -0.4 1.8
```
Forces are in eV/Å.

***

2.
ORCA calculation (ωB97M-V/def2-TZVPD) on one molecule with the formula C3H4N2O2.

Summary:
2S+1: 1
relative energy (zero: lowest compared OMol25 entry of this formula, charge and spin): 118.3 kJ/mol
Kohn-Sham gap: 8.71 eV
strongest force on any atom: 0.29 eV/A
SMILES: Oc1c[nH]c(O)n1
HOMO: -7.96 eV
DFT total energy: -376.7188 Eh

Geometry as XYZ:
```
11
Properties=species:S:1:pos:R:3:forces:R:3
O 0.79382 0.06314 2.31037 -0.1 -0.2 0.0
O 0.11316 -1.24377 -2.12945 0.0 -0.2 0.1
N 0.50730 1.22029 0.32072 0.0 -0.1 0.2
N 0.48648 -0.99274 0.20016 0.0 0.2 0.1
C 0.28316 -0.45309 -1.04738 0.0 0.3 0.0
C 0.60798 0.05334 0.97850 -0.1 0.1 -0.2
C 0.28676 0.90817 -1.02482 0.0 -0.1 -0.1
H 0.54911 2.13171 0.74458 0.0 -0.1 -0.1
H 0.19764 -2.15480 -1.81800 0.0 0.1 -0.1
H 0.45930 -0.77663 2.65141 0.2 0.0 0.0
H 0.14847 1.65463 -1.78810 0.1 -0.1 0.1
```
Forces are in eV/Å.

***

3.
ORCA calculation (ωB97M-V/def2-TZVPD) on one molecule with the formula C3H4N2O2.

Summary:
2S+1: 1
relative energy (zero: lowest compared OMol25 entry of this formula, charge and spin): 449.1 kJ/mol
Kohn-Sham gap: 9.01 eV
strongest force on any atom: 1.81 eV/A
HOMO: -9.07 eV
DFT total energy: -376.5927 Eh

Geometry as XYZ:
```
11
Properties=species:S:1:pos:R:3:forces:R:3
O 2.23536 0.83946 0.33713 -0.3 0.5 0.1
O -2.40352 0.62989 0.16761 0.3 -0.1 -0.1
N -0.95316 -1.09527 -0.38910 0.8 0.2 0.6
N -0.13242 0.93999 0.31734 0.2 0.2 0.1
C -1.16605 0.12344 0.01829 0.5 0.0 0.1
C 0.98912 0.27374 0.15941 0.2 0.2 -0.1
C 1.16366 -1.00962 -0.26925 -1.8 -0.4 -0.3
H -1.82239 -1.54993 -0.71424 1.1 -0.2 0.2
H -2.28565 1.50541 0.57546 0.0 -0.2 -0.2
H 1.78097 -1.69783 0.33620 -1.1 -0.2 -0.5
H 2.59408 1.04071 -0.53884 0.0 0.0 0.2
```
Forces are in eV/Å.

***

4.
ORCA calculation (ωB97M-V/def2-TZVPD) on one molecule with the formula C3H4N2O2.

Summary:
2S+1: 1
relative energy (zero: lowest compared OMol25 entry of this formula, charge and spin): 247.7 kJ/mol
Kohn-Sham gap: 9.07 eV
strongest force on any atom: 1.98 eV/A
SMILES: Nc1coc(=O)[nH]1
HOMO: -8.65 eV
DFT total energy: -376.6695 Eh

Geometry as XYZ:
```
11
Properties=species:S:1:pos:R:3:forces:R:3
O -0.92676 1.58452 -0.38611 0.3 0.0 -0.1
O 0.15378 2.62216 1.33450 -0.1 -0.5 -0.3
N 0.12292 -1.81257 -0.13413 0.1 0.0 -0.2
N 0.52988 0.38691 0.75340 -0.2 -0.1 0.5
C -0.10173 -0.46019 -0.09219 -0.2 -0.2 0.9
C -0.99965 0.24018 -0.87348 1.0 -0.5 0.1
C -0.05977 1.66378 0.64269 0.1 0.2 0.1
H -0.34868 0.03122 -1.73873 -1.2 0.7 -1.4
H 1.11010 0.11873 1.52624 0.0 0.1 0.2
H 1.07080 -2.13392 -0.26988 0.1 0.1 0.2
H -0.52422 -2.30452 -0.73861 0.0 0.2 0.1
```
Forces are in eV/Å.

***

5.
ORCA calculation (ωB97M-V/def2-TZVPD) on C3H4N2O2 as an isolated structure.

Summary:
2S+1: 1
relative energy (zero: lowest compared OMol25 entry of this formula, charge and spin): 652.7 kJ/mol
Kohn-Sham gap: 10.28 eV
strongest force on any atom: 8.50 eV/A
HOMO: -10.07 eV
DFT total energy: -376.5152 Eh

Geometry as XYZ:
```
11
Properties=species:S:1:pos:R:3:forces:R:3
O -1.69388 -0.76378 -0.52816 -2.4 -3.4 3.4
O 2.42695 0.04730 -0.26435 2.3 -2.5 0.0
N 0.66179 -1.16772 0.08050 2.5 -1.9 1.7
N 1.89517 -1.41073 -0.06310 -3.6 3.1 -0.2
C 1.38992 0.75625 -0.11778 4.0 7.3 -1.9
C -1.19072 0.44464 0.06590 -1.7 -1.7 2.8
C 0.31160 0.20238 0.22773 -4.9 -4.2 -1.1
H -1.64074 1.31801 -0.52951 1.3 -1.0 1.1
H 1.55416 1.83473 -0.42983 -0.3 -1.3 0.8
H -2.05293 -1.52904 0.42244 1.9 3.6 -4.8
H -1.66133 0.26797 1.13617 0.9 2.1 -1.8
```
Forces are in eV/Å.

***

6.
ORCA calculation (ωB97M-V/def2-TZVPD) on one molecule with the formula C3H4N2O2.

Summary:
2S+1: 1
relative energy (zero: lowest compared OMol25 entry of this formula, charge and spin): 331.3 kJ/mol
Kohn-Sham gap: 8.89 eV
strongest force on any atom: 1.01 eV/A
SMILES: Nc1coc(=O)[nH]1
HOMO: -8.51 eV
DFT total energy: -376.6376 Eh

Geometry as XYZ:
```
11
Properties=species:S:1:pos:R:3:forces:R:3
O -2.60040 0.89472 0.43170 0.4 0.0 -0.1
O -0.82268 -0.17028 1.38968 -0.1 0.7 0.6
N 1.17888 -0.89615 -0.77870 0.5 -0.1 -0.8
N -0.44868 0.94691 -0.50112 -0.2 -0.2 0.0
C 0.79388 0.32728 -0.11177 -0.4 -0.8 0.4
C -1.43642 0.62320 0.38141 -0.5 0.3 0.0
C 0.46304 -0.24496 1.08082 -0.2 0.2 0.5
H 1.98942 -0.97975 -1.35070 0.2 0.5 -0.7
H 1.11175 -0.87511 1.67223 -0.4 -0.1 0.0
H -0.58320 1.75435 -1.09446 0.1 -0.3 0.0
H 0.35442 -1.38020 -1.11909 0.5 -0.2 0.0
```
Forces are in eV/Å.